C41H34N6O5PRbS2 | ωB97M-V/def2-TZVPD

## Properties
Charge: -2
E_LUMO (eV): 3.155
HOMO energy (eV): 0.113
Molecular weight (g/mol): 871.34
ΔE to the lowest compared entry with this formula, charge and spin (kJ/mol): 121.9

Geometry as XYZ:
```
90
C41H34N6O5PRbS2 | the Open Molecules 2025 dataset | ωB97M-V/def2-TZVPD
Rb -0.09309 0.14377 -0.27142
O 1.41173 -0.85857 2.04075
C 1.47087 0.20779 2.57456
C 1.59183 1.21967 3.42728
C 2.92276 1.62459 3.89779
C 3.05684 2.62895 4.80103
C 1.94163 3.35308 5.30473
C 0.68467 3.06026 4.78835
C 0.45448 2.06534 3.84966
P -1.07839 1.77578 2.97010
C -1.90114 0.40927 3.88429
C -1.26127 -0.27528 4.91248
C -1.86197 -1.38148 5.50438
C -3.10804 -1.81118 5.07276
C -3.75695 -1.13025 4.04769
C -3.15504 -0.03258 3.45384
C -2.11684 3.19648 3.51967
C -2.93040 3.18042 4.65150
C -3.67249 4.29773 5.01128
C -3.61012 5.45367 4.24685
C -2.80272 5.48424 3.11787
C -2.06979 4.36375 2.75777
H 3.79133 1.10888 3.50643
H 4.05730 2.88891 5.13517
H 2.07975 4.16807 6.00401
H -0.16284 3.66057 5.10410
H -0.28362 0.06266 5.23803
H -1.34903 -1.91197 6.29903
H -3.56866 -2.68223 5.52587
H -4.72018 -1.46573 3.68262
H -3.64435 0.46307 2.62520
H -2.98130 2.28334 5.25563
H -4.30030 4.26392 5.89449
H -4.19154 6.32449 4.52703
H -2.75309 6.38146 2.51171
H -1.44542 4.38353 1.87158
N -1.31630 -2.64751 1.26142
N -2.61837 -2.63555 0.70728
C -3.22244 -1.32426 0.52607
O -4.45206 -1.36614 0.34028
O -2.44859 -0.34440 0.58159
H -0.87225 -3.53262 1.06093
H -1.32273 -2.49022 2.26575
H -3.28559 -3.22542 1.19020
O 2.91703 1.56678 -3.17434
S 2.72107 0.60877 -2.10096
O 2.39642 1.15376 -0.80129
N 1.68784 -0.53097 -2.38998
C 1.51929 -1.15550 -3.58231
C 2.33702 -1.06395 -4.70680
C 2.06597 -1.79380 -5.87339
C 0.98401 -2.62701 -5.97181
C 0.10977 -2.74886 -4.86709
C -1.04053 -3.56966 -4.88721
C -1.85122 -3.63136 -3.78970
C -1.51853 -2.86415 -2.65318
N -0.45935 -2.09529 -2.60214
C 0.36149 -2.02229 -3.67591
C 4.30853 -0.20421 -1.87564
C 4.45643 -1.07536 -0.80403
C 5.66161 -1.73293 -0.62013
C 6.71472 -1.52144 -1.50390
C 6.56163 -0.64634 -2.56901
C 5.35430 0.01529 -2.75544
H 3.18738 -0.39805 -4.68268
H 2.73882 -1.68608 -6.71776
H 0.77871 -3.18780 -6.87686
H -1.26329 -4.13706 -5.78522
H -2.74136 -4.24759 -3.77727
H -2.14521 -2.88842 -1.76458
H 3.62688 -1.21724 -0.12110
H 5.78304 -2.40964 0.21644
H 7.65599 -2.03797 -1.35744
H 7.38244 -0.47641 -3.25569
H 5.20973 0.71160 -3.57171
N -1.38032 5.96148 -5.50391
C -2.28726 4.98733 -5.28333
S -3.72483 4.97027 -6.10915
C -1.90774 4.00177 -4.26391
C -2.23417 2.65481 -4.40175
C -1.77864 1.75621 -3.45264
N -1.05880 2.11199 -2.39184
C -0.77471 3.39924 -2.24117
C -1.16589 4.37572 -3.14118
H -1.57058 6.63527 -6.22434
H -0.44486 5.87060 -5.14367
H -2.81287 2.32424 -5.25237
H -1.98793 0.69618 -3.54671
H -0.18621 3.65861 -1.36741
H -0.91654 5.41157 -2.95065
```

Calculated atomic charges, method Mulliken, unit e: Rb 1.19; O -0.65; C 0.43; C 0.52; C -1.49; C -0.08; C -1.12; C -0.13; C -0.08; P 0.85; C 0.30; C -0.13; C -0.63; C -0.46; C -0.62; C -0.70; C -0.50; C -0.02; C -0.65; C -0.40; C -0.56; C -0.30; H 0.41; H 0.34; H 0.35; H 0.28; H 0.40; H 0.35; H 0.32; H 0.39; H 0.49; H 0.40; H 0.36; H 0.34; H 0.36; H 0.41; N -0.31; N -0.20; C 0.32; O -0.84; O -0.49; H 0.22; H 0.12; H 0.23; O -0.81; S 1.37; O -0.68; N 0.23; C 0.03; C -0.59; C -0.91; C -0.85; C 1.15; C -0.70; C -0.93; C -0.08; N 0.25; C -0.21; C -0.21; C -0.56; C -0.65; C -0.32; C -0.63; C -0.08; H 0.37; H 0.35; H 0.32; H 0.38; H 0.42; H 0.35; H 0.49; H 0.40; H 0.35; H 0.35; H 0.44; N -0.39; C 0.03; S -0.39; C 0.95; C -0.64; C -0.52; N 0.07; C -0.53; C -0.77; H 0.21; H 0.23; H 0.37; H 0.45; H 0.46; H 0.43